--- a ---
Molecular formula: C41H91N5O2
Method: DFT, ωB97M-V/def2-TZVPD

Structure (XYZ):
```
139
C41H91N5O2 | the OMol25 dataset | ωB97M-V/def2-TZVPD
N -8.414 -17.224 -11.008
H -5.833 -8.275 -13.812
N -3.068 -10.459 -10.721
H -1.783 -10.451 -7.643
H -4.166 -15.825 -10.178
C -1.011 -9.806 -9.389
C -7.519 -17.352 -12.234
H -1.787 -17.723 -9.974
H -3.891 -17.194 -11.222
H -8.462 -13.220 -14.292
H -7.159 -15.273 -5.471
H -2.519 -8.468 -10.088
H -3.472 -12.906 -16.016
H -0.108 -14.919 -7.931
H -5.188 -14.107 -12.934
C -2.034 -9.361 -10.478
H -7.709 -14.089 -4.300
H -6.963 -12.681 -7.636
N -6.349 -13.405 -16.094
H -3.298 -13.533 -14.402
H -0.476 -15.523 -10.771
H -0.897 -8.851 -8.885
H -8.168 -12.744 -17.797
H -3.203 -14.642 -11.654
C -7.280 -12.254 -15.853
H -2.490 -11.020 -12.735
C -7.624 -18.762 -12.780
C -0.351 -15.907 -8.323
C -1.806 -10.864 -8.652
H -3.589 -12.034 -9.401
H -0.831 -16.507 -6.312
H -4.261 -12.009 -14.735
C -5.854 -8.801 -12.859
H -5.937 -11.624 -13.469
C -5.275 -13.872 -15.038
H -9.280 -13.108 -5.822
H -9.145 -11.581 -16.858
C -9.493 -18.334 -11.186
H -5.131 -10.655 -11.129
C -7.735 -12.410 -14.365
H -5.175 -13.581 -9.472
C -7.592 -17.494 -9.755
H -8.260 -11.524 -13.995
H -5.656 -10.764 -15.525
H -6.580 -16.863 -11.975
H 1.687 -16.130 -6.672
H -4.637 -9.210 -10.210
H -6.286 -8.129 -12.116
H -2.088 -16.068 -12.098
H -3.891 -10.472 -8.671
C -5.940 -13.794 -13.664
C -8.181 -14.726 -10.584
H -4.219 -15.609 -16.080
H -6.973 -19.400 -12.178
C -1.382 -15.042 -10.413
H 1.801 -17.731 -7.279
H -7.325 -18.875 -13.818
H -5.458 -10.818 -3.675
H -7.800 -11.716 -5.283
H -3.898 -9.628 -13.146
H -7.133 -18.480 -9.835
H -6.683 -14.597 -13.627
H -7.973 -16.649 -12.939
C -5.258 -12.908 -3.609
H -5.854 -13.625 -3.037
H -6.174 -11.169 -5.982
H -10.524 -18.005 -11.277
C -8.484 -12.443 -16.801
C -2.567 -11.438 -11.736
H -4.462 -15.752 -14.455
H 0.444 -16.142 -9.031
H -2.069 -13.848 -7.993
C -6.547 -10.911 -16.134
H -9.561 -15.823 -11.857
H -3.863 -8.137 -12.245
H -7.292 -10.131 -15.993
H -9.848 -13.461 -10.331
H -3.345 -12.206 -11.681
H -4.774 -14.526 -4.991
H -0.680 -17.897 -7.428
C -2.542 -15.442 -11.327
H -9.368 -19.072 -10.395
H -5.875 -15.899 -15.557
C -4.967 -15.340 -15.332
H -4.351 -13.005 -5.613
H -0.146 -10.247 -9.876
H -3.499 -14.819 -8.589
C -9.080 -19.046 -12.476
C -8.835 -14.063 -6.113
C -8.878 -13.390 -10.834
H -6.103 -14.327 -7.587
C -9.129 -15.908 -10.860
H -4.391 -12.746 -2.973
O -5.094 -13.371 -10.415
O -6.015 -13.605 -17.228
C -6.716 -11.778 -5.264
H -7.793 -14.790 -9.564
H -5.221 -12.793 -7.463
H -6.693 -16.877 -9.779
H -1.239 -11.796 -8.643
N -6.429 -13.240 -5.757
C 1.144 -17.078 -6.705
C -3.171 -11.032 -9.266
H -2.544 -15.388 -7.177
C -9.838 -15.136 -5.690
C -4.429 -9.059 -12.380
H -9.973 -15.080 -4.609
C -4.413 -9.834 -11.074
C -3.988 -13.010 -15.062
H -9.789 -16.016 -10.001
C -0.297 -16.908 -7.174
H -8.790 -13.977 -7.200
H -10.790 -14.971 -6.187
H -9.643 -18.623 -13.310
H -6.461 -9.699 -12.960
H -1.278 -13.965 -10.308
C -6.607 -12.483 -13.361
H -8.328 -12.546 -10.428
N -1.699 -15.700 -9.030
C -7.515 -14.248 -5.360
H 1.137 -17.424 -5.672
H -6.799 -12.358 -12.294
C -5.098 -13.484 -4.978
C -6.110 -11.678 -3.837
H -6.836 -11.544 -3.036
C -2.521 -14.828 -8.110
H -7.241 -14.859 -11.127
H -9.412 -16.131 -5.838
H -9.236 -20.122 -12.429
H -9.187 -13.290 -11.875
C -2.415 -16.962 -9.506
H -9.062 -13.251 -16.350
H -1.505 -9.113 -11.397
C -6.159 -13.298 -7.240
H -8.226 -17.358 -8.884
H -6.122 -10.837 -17.136
H -1.613 -11.864 -11.431
C -3.384 -16.483 -10.575
H -2.772 -17.453 -8.600
```

total charge = +4
HOMO energy = -16.81 eV
lowest unoccupied orbital energy = -11.175 eV
Kohn-Sham gap = 5.639 eV

These are the Mulliken partial charges, in e, on atoms 1 to 99:
1 N 0.77
2 H 0.40
3 N 0.97
4 H 0.53
5 H -0.60
6 C -0.98
7 C -0.29
8 H 0.40
9 H 0.79
10 H 0.49
11 H 0.38
12 H 0.56
13 H 0.37
14 H 0.45
15 H -1.01
16 C -0.81
17 H 0.45
18 H 0.62
19 N 0.78
20 H 0.34
21 H 0.52
22 H 0.33
23 H 0.46
24 H -1.45
25 C 1.01
26 H 0.32
27 C -0.63
28 C -0.90
29 C -0.46
30 H -0.84
31 H 0.28
32 H -0.08
33 C -1.27
34 H -0.81
35 C 1.41
36 H 0.24
37 H 0.39
38 C -0.51
39 H -0.42
40 C -1.55
41 H -1.52
42 C -0.97
43 H 0.53
44 H 0.05
45 H -0.09
46 H 0.38
47 H 0.64
48 H 0.47
49 H 0.66
50 H 0.50
51 C 0.94
52 C 2.21
53 H 0.39
54 H 0.34
55 C -1.04
56 H 0.37
57 H 0.42
58 H 0.36
59 H 0.31
60 H 0.21
61 H 0.49
62 H -0.29
63 H 0.21
64 C -0.64
65 H 0.33
66 H 0.34
67 H 0.34
68 C -1.60
69 C -1.18
70 H 0.25
71 H 0.43
72 H 0.07
73 C -1.15
74 H 0.43
75 H 0.56
76 H 0.44
77 H 0.61
78 H 0.29
79 H 0.44
80 H 0.26
81 C 1.31
82 H 0.34
83 H 0.44
84 C -1.63
85 H 0.34
86 H 0.35
87 H 0.03
88 C -0.66
89 C 0.14
90 C -1.59
91 H 0.41
92 C -1.49
93 H 0.43
94 O 0.73
95 O -0.32
96 C -0.31
97 H -0.54
98 H 0.21
99 H 0.06


--- b ---
Molecular formula: C41H91N5O2
Method: DFT, ωB97M-V/def2-TZVPD

Structure (XYZ):
```
139
C41H91N5O2 | the OMol25 dataset | ωB97M-V/def2-TZVPD
H 2.217 -1.486 -2.028
H -0.600 3.836 -4.438
H 4.337 -2.870 1.968
H -0.385 -3.733 -0.698
H 2.906 6.323 1.484
H 0.758 0.344 -4.193
C -0.107 3.948 1.810
C 3.802 5.461 3.168
C 0.123 3.909 0.273
C -1.019 -4.061 -3.353
H 1.629 -1.513 -3.759
H 2.148 -3.796 2.263
H -1.885 1.921 -1.602
C 3.719 -1.591 -3.671
C 2.953 2.931 1.338
H 3.456 -0.900 -5.673
C 3.922 -0.542 -4.753
H -0.069 -3.764 2.870
H 5.122 6.468 4.653
H 4.967 -0.406 -5.029
H -0.420 -3.501 -4.071
H -0.937 4.626 2.011
N 2.252 4.291 1.478
H 1.481 5.641 0.010
H -4.699 -4.613 1.076
H -3.492 -2.905 -4.364
H -4.630 -0.408 -1.396
H 1.547 -0.467 3.986
H -2.199 -1.357 -1.459
H -3.581 -1.570 -3.370
C -4.607 -4.533 -0.007
H -2.946 3.221 -1.381
C 2.375 -1.151 -3.052
H 4.790 -1.059 4.398
H 1.236 -3.424 4.863
H -2.632 -6.059 0.687
C -3.894 1.419 -2.286
H -0.732 -1.563 -2.085
C 5.027 6.315 3.579
H 3.872 -3.303 3.679
N -3.142 -4.036 -1.963
H -0.666 4.390 -0.303
H 5.873 5.699 3.268
H -1.282 2.462 -3.734
H 6.147 -3.168 4.592
H -0.256 -1.987 2.679
C -0.404 2.773 -4.307
H -7.156 0.420 0.944
H 3.475 -0.990 0.988
C 2.013 -1.435 4.166
C 5.188 -1.587 3.529
H -0.481 -2.280 0.197
H 3.680 3.105 0.548
H -4.807 0.592 2.016
H 0.302 0.458 -2.467
N 2.338 0.408 -3.097
H 4.544 -1.530 -2.958
H -1.357 -5.977 -0.598
C 6.467 -2.396 3.891
H 0.747 2.974 -2.527
H 2.125 2.235 1.201
H -6.584 -2.301 2.095
C 3.363 5.362 1.714
H -2.946 -2.472 0.426
C 4.060 -2.507 2.958
C -2.347 -3.374 0.290
H 5.113 7.316 3.157
H -5.292 3.246 -0.616
H -2.159 -3.696 1.314
C 3.324 0.741 -4.263
C 0.908 0.895 -3.263
H -3.466 0.687 -2.971
H 0.201 2.899 -0.132
H 3.477 2.713 2.269
H 1.419 3.579 3.253
H -6.137 -1.041 3.075
H -0.466 2.952 2.069
N -4.776 1.220 -0.081
H -7.876 -1.382 2.404
C -5.059 0.187 1.036
H 0.140 -2.010 4.998
H 4.116 1.352 -3.831
H 2.756 -1.461 4.960
H 3.854 0.480 -1.485
H 7.259 -1.805 4.349
C 1.160 4.372 2.554
C -1.078 -2.930 -0.442
H -2.771 0.676 0.468
C -2.923 2.132 -1.343
H 3.739 -2.655 -3.902
H 1.939 -0.443 1.644
C 2.874 0.904 -1.701
C -1.523 -2.189 -1.666
C -6.452 -0.412 1.017
C -2.847 -2.287 -3.735
H 1.724 2.792 -3.906
C -3.213 1.576 0.046
H -5.161 -3.656 -0.341
C 1.505 4.560 0.147
H 2.967 1.970 -1.905
C -2.105 -3.201 -2.710
C -3.098 -4.449 -0.526
H -1.334 -4.948 -3.902
H 3.377 0.199 2.468
C 0.933 -2.478 4.416
H 2.729 1.254 -5.016
C 2.986 -0.635 1.892
H -2.913 -6.688 -0.863
H 1.198 5.369 2.985
H -3.208 2.354 0.808
H 4.135 5.034 1.019
H -6.613 -0.909 0.058
O -0.082 0.309 -0.037
N 2.697 -1.837 2.831
C 0.790 2.430 -3.473
H -4.445 2.113 -2.922
H -5.449 2.850 1.140
O -4.009 -4.640 -2.755
C -6.809 -1.240 2.241
C 0.423 -2.796 2.952
C -2.413 -5.858 -0.363
H 2.148 4.167 -0.640
H 3.065 6.089 3.676
H 6.928 -2.943 3.068
C -5.584 2.497 0.120
H -0.493 2.107 -5.165
H -6.582 2.164 -0.161
H -0.400 -0.591 0.137
C -4.913 0.645 -1.445
H -2.170 -1.865 -4.476
C 1.689 -2.819 2.114
H -5.938 0.692 -1.810
H 1.642 -2.543 1.062
H 5.514 -0.704 2.976
H -4.369 -0.652 0.926
H 2.167 0.611 -0.922
H 3.846 4.534 3.740
H -0.230 -4.398 -2.679
H -5.083 -5.423 -0.417
```

total charge = +4
HOMO energy = -16.68 eV
lowest unoccupied orbital energy = -12.045 eV
Kohn-Sham gap = 4.635 eV

These are the Mulliken partial charges, in e, on atoms 1 to 99:
1 H -0.14
2 H 0.40
3 H 0.53
4 H 0.69
5 H 0.42
6 H 0.73
7 C -0.88
8 C -0.37
9 C 0.26
10 C -1.56
11 H 0.41
12 H 0.40
13 H -1.42
14 C -0.72
15 C -1.37
16 H 0.34
17 C -0.94
18 H 0.61
19 H 0.38
20 H 0.46
21 H 0.40
22 H 0.43
23 N 0.29
24 H 0.44
25 H 0.40
26 H 0.60
27 H -0.13
28 H 0.30
29 H 0.13
30 H 0.27
31 C -1.54
32 H 0.61
33 C -0.24
34 H 0.38
35 H 0.35
36 H 0.46
37 C -0.60
38 H -0.58
39 C -1.51
40 H 0.52
41 N 1.05
42 H 0.80
43 H 0.36
44 H 0.01
45 H 0.34
46 H -0.08
47 C -1.27
48 H 0.26
49 H 0.40
50 C -0.36
51 C -0.57
52 H -1.63
53 H 0.29
54 H 0.65
55 H -0.53
56 N 0.57
57 H 0.32
58 H 0.26
59 C -1.36
60 H -0.35
61 H 0.53
62 H 0.22
63 C -0.32
64 H -0.72
65 C -0.70
66 C -0.60
67 H 0.36
68 H 0.34
69 H 0.85
70 C -0.41
71 C 0.29
72 H 0.34
73 H -0.56
74 H 0.41
75 H 0.29
76 H 0.35
77 H 0.32
78 N 0.13
79 H 0.40
80 C -0.28
81 H 0.41
82 H 0.31
83 H 0.36
84 H 0.57
85 H 0.39
86 C -0.78
87 C 0.88
88 H -0.28
89 C 1.04
90 H 0.47
91 H 0.76
92 C -1.26
93 C 0.17
94 C -0.30
95 C -1.75
96 H 0.77
97 C -0.45
98 H 0.36
99 C -0.80


Energies in kcal/mol, measured from the most stable structure: a 0.0; b 27.5.


--- a ---
Molecular formula: CH4FN2O
Method: DFT, ωB97M-V/def2-TZVPD

Structure (XYZ):
```
9
CH4FN2O | the OMol25 dataset | ωB97M-V/def2-TZVPD
H -0.229 1.112 -0.806
N -0.113 0.080 -1.021
F 2.054 0.142 -0.507
H 0.962 -1.568 -0.524
H -0.706 0.442 3.220
N -0.664 0.696 2.112
O 0.354 0.331 1.542
C 0.920 -0.479 -0.608
H -0.910 -0.544 -1.044
```

total charge = +1
HOMO energy (spin up / spin down) = -14.39 / -14.39 eV
lowest unoccupied orbital energy (spin up / spin down) = -5.673 / -5.674 eV
Kohn-Sham gap (spin up / spin down) = 8.719 / 8.718 eV

Which charges does Mulliken predict for the atoms? In e, they are:
1 H 0.34
2 N -0.19
3 F -0.13
4 H 0.38
5 H 0.27
6 N -0.02
7 O -0.24
8 C 0.29
9 H 0.31


--- b ---
Molecular formula: CH4FN2O
Method: DFT, ωB97M-V/def2-TZVPD

Structure (XYZ):
```
9
CH4FN2O | the OMol25 dataset | ωB97M-V/def2-TZVPD
H -0.482 0.772 0.889
N 0.984 -0.574 0.064
H -1.021 -0.326 -0.094
F 2.151 1.317 0.007
H 0.046 0.805 -0.995
N 2.173 -0.195 0.022
H 0.727 -1.508 0.132
C -0.154 0.314 -0.046
O 3.207 -0.685 -0.046
```

total charge = +1
SMILES = CN[N+](=O)F
HOMO energy = -18.19 eV
lowest unoccupied orbital energy = -6.624 eV
Kohn-Sham gap = 11.566 eV

Which charges does Mulliken predict for the atoms? In e, they are:
1 H 0.33
2 N -0.05
3 H 0.36
4 F -0.21
5 H 0.31
6 N 0.94
7 H 0.29
8 C -0.65
9 O -0.33


Energies in kcal/mol, measured from the most stable structure: a 0.0; b 46.4.


--- a ---
Molecular formula: C4H11N3
Method: DFT, ωB97M-V/def2-TZVPD

Structure (XYZ):
```
18
C4H11N3 | the OMol25 dataset | ωB97M-V/def2-TZVPD
C -1.295 0.481 0.187
C -0.280 -1.742 0.063
H -3.282 1.023 -0.037
N -2.244 1.334 0.096
H 1.099 0.396 1.605
H 1.723 1.081 -1.205
N -1.382 -0.843 0.007
H 1.223 2.360 0.108
C 1.711 1.398 -0.221
N 1.017 -1.022 -0.304
H -2.183 2.368 0.304
H -2.348 -1.190 -0.217
H -0.340 -2.547 -0.659
C 1.094 0.279 0.491
H 2.743 1.545 0.104
H 1.839 -1.736 -0.112
H -0.083 -2.389 1.037
H 0.988 -0.796 -1.249
```

total charge = +2
HOMO energy = -18.98 eV
lowest unoccupied orbital energy = -9.842 eV
Kohn-Sham gap = 9.133 eV

Which charges does Mulliken predict for the atoms? In e, they are:
1 C 0.28
2 C -0.48
3 H 0.28
4 N -0.32
5 H 0.38
6 H 0.36
7 N -0.16
8 H 0.33
9 C -1.00
10 N -0.21
11 H 0.30
12 H 0.30
13 H 0.46
14 C -0.05
15 H 0.39
16 H 0.42
17 H 0.33
18 H 0.40


--- b ---
Molecular formula: C4H11N3
Method: DFT, ωB97M-V/def2-TZVPD

Structure (XYZ):
```
18
C4H11N3 | the OMol25 dataset | ωB97M-V/def2-TZVPD
C -2.302 -0.116 -0.205
H -2.105 -0.241 -1.223
H 0.058 -2.439 0.763
H -3.405 -0.205 0.031
H 2.211 1.608 1.071
H -1.704 -1.026 1.658
H 0.425 1.421 -1.226
C 0.892 2.003 -0.463
N 1.668 1.259 0.246
H 3.387 -1.429 -0.384
C -0.463 -1.714 0.247
H -2.200 0.954 0.217
N 3.117 -0.370 -0.295
H 0.573 2.984 -0.214
C 1.939 -0.119 0.144
N -1.484 -0.999 0.640
H -0.127 -1.521 -0.708
H 3.909 0.251 -0.513
```

total charge = +2
HOMO energy = -18.26 eV
lowest unoccupied orbital energy = -9.081 eV
Kohn-Sham gap = 9.183 eV

Which charges does Mulliken predict for the atoms? In e, they are:
1 C -0.72
2 H 0.36
3 H 0.35
4 H 0.31
5 H 0.36
6 H 0.33
7 H 0.30
8 C -0.16
9 N -0.01
10 H 0.32
11 C -0.29
12 H 0.29
13 N -0.26
14 H 0.34
15 C -0.11
16 N -0.01
17 H 0.35
18 H 0.27


--- c ---
Molecular formula: C4H11N3
Method: DFT, ωB97M-V/def2-TZVPD

Structure (XYZ):
```
18
C4H11N3 | the OMol25 dataset | ωB97M-V/def2-TZVPD
H -0.787 -1.902 -2.175
H -2.440 -1.104 -0.820
H 1.758 -1.143 0.650
C -0.296 2.448 0.178
H 0.748 -1.024 -2.059
N -1.929 -0.485 -0.213
H -1.225 2.227 -0.266
C 0.161 0.065 0.484
N -0.714 -0.568 -0.335
H -0.532 3.089 1.001
H 0.291 -1.839 1.450
C 0.957 -0.971 1.240
N 0.431 1.273 0.633
C 0.172 -1.756 -1.615
H 0.693 -2.518 -1.070
H 0.251 3.119 -0.473
H 1.291 -0.395 2.070
H 1.168 1.485 1.321
```

total charge = +2
HOMO energy = -21.15 eV
lowest unoccupied orbital energy = -10.801 eV
Kohn-Sham gap = 10.347 eV

Which charges does Mulliken predict for the atoms? In e, they are:
1 H 0.33
2 H 0.32
3 H 0.47
4 C -0.86
5 H 0.36
6 N -0.44
7 H 0.37
8 C 0.85
9 N 0.31
10 H 0.37
11 H 0.40
12 C -1.52
13 N -0.02
14 C -0.46
15 H 0.35
16 H 0.34
17 H 0.50
18 H 0.32


--- d ---
Molecular formula: C4H11N3
Method: DFT, ωB97M-V/def2-TZVPD

Structure (XYZ):
```
18
C4H11N3 | the OMol25 dataset | ωB97M-V/def2-TZVPD
C -2.707 0.034 0.205
H 3.493 -1.759 0.448
N -1.525 0.345 -0.570
H 3.295 0.865 -1.107
H -0.785 1.154 1.453
H -1.622 0.654 -1.497
H -2.678 0.157 1.317
H 1.810 -1.787 0.999
N 2.666 0.945 -0.381
H -3.624 0.156 -0.471
H -1.841 -1.585 -1.245
C -1.767 -1.087 -0.293
N 2.515 -1.253 0.479
H -1.186 -1.443 0.482
C 2.137 -0.072 0.220
H 2.415 1.871 -0.082
C -0.645 1.080 0.319
H 0.050 1.725 -0.275
```

total charge = +2
HOMO energy (spin up / spin down) = -18.68 / -17.70 eV
lowest unoccupied orbital energy (spin up / spin down) = -8.734 / -9.910 eV
Kohn-Sham gap (spin up / spin down) = 9.950 / 7.793 eV

Which charges does Mulliken predict for the atoms? In e, they are:
1 C -0.41
2 H 0.34
3 N 0.04
4 H 0.23
5 H 0.30
6 H 0.35
7 H 0.29
8 H 0.28
9 N -0.27
10 H 0.30
11 H 0.29
12 C -0.17
13 N -0.28
14 H 0.27
15 C 0.43
16 H 0.29
17 C -0.73
18 H 0.47


Energies in kcal/mol, measured from the most stable structure: a 10.7; b 0.0; c 40.5; d 52.0.